# 1
{"formula": "C3H7NO", "method": "wB97M-V/def2-TZVPD", "smiles": "CCC(N)=O", "charge": 0, "e_tot_ev": -6761.926, "e_homo_ev": -9.812, "multiplicity": 1, "e_above_lowest_kj_mol": 79.5, "homo_lumo_gap_ev": 10.66, "species": ["C", "C", "C", "N", "O", "H", "H", "H", "H", "H", "H", "H"], "xyz": [[-1.052, -1.097, -1.108], [0.090, -1.014, -0.144], [0.438, 0.422, 0.241], [-0.479, 0.986, 1.101], [1.424, 0.937, -0.147], [-1.881, -0.653, -0.501], [-0.911, -0.662, -2.095], [-1.441, -2.254, -1.160], [1.119, -1.500, -0.482], [-0.254, -1.630, 0.743], [-1.195, 0.528, 1.643], [-0.328, 1.901, 1.381]]}

***

# 2
{"formula": "C3H7NO", "method": "wB97M-V/def2-TZVPD", "smiles": "CNCC=O", "charge": 0, "e_tot_ev": -6760.690, "e_homo_ev": -9.053, "multiplicity": 1, "e_above_lowest_kj_mol": 198.8, "homo_lumo_gap_ev": 10.07, "species": ["C", "N", "C", "C", "O", "H", "H", "H", "H", "H", "H", "H"], "xyz": [[1.009, -1.152, 0.744], [0.562, -0.318, -0.422], [-0.825, 0.248, -0.403], [-0.684, 1.764, -0.435], [-1.668, 2.429, -0.487], [1.970, -1.609, 0.571], [0.185, -1.854, 0.910], [1.146, -0.579, 1.689], [0.615, -0.767, -1.298], [-1.305, -0.099, 0.549], [-1.383, -0.148, -1.288], [0.377, 2.083, -0.130]]}

***

# 3
{"formula": "C3H7NO", "method": "wB97M-V/def2-TZVPD", "charge": 0, "e_tot_ev": -6758.591, "e_homo_ev": -9.202, "multiplicity": 1, "e_above_lowest_kj_mol": 401.3, "homo_lumo_gap_ev": 10.05, "species": ["C", "N", "C", "O", "C", "H", "H", "H", "H", "H", "H", "H"], "xyz": [[1.654, 1.087, 0.273], [0.603, 0.100, 0.116], [-0.452, 0.193, -0.629], [-1.099, 0.677, -1.482], [-1.402, -1.332, 0.502], [1.322, 2.099, 0.029], [2.548, 0.834, -0.305], [1.908, 1.044, 1.336], [-0.234, -0.718, 0.657], [-1.298, -2.261, -0.058], [-2.431, -0.965, 0.470], [-1.195, -1.548, 1.566]]}

***

# 4
{"formula": "C3H7NO", "method": "wB97M-V/def2-TZVPD", "smiles": "C=CN.C=O", "charge": 0, "e_tot_ev": -6759.448, "e_homo_ev": -8.054, "multiplicity": 1, "e_above_lowest_kj_mol": 318.6, "homo_lumo_gap_ev": 8.54, "species": ["C", "C", "N", "H", "H", "H", "H", "H", "C", "O", "H", "H"], "xyz": [[0.750, 1.856, 0.547], [0.559, 0.564, 0.872], [-0.588, -0.175, 1.080], [0.200, 2.712, 0.900], [1.768, 1.961, 0.177], [1.419, -0.035, 1.188], [-0.414, -1.159, 1.199], [-1.352, -0.174, 0.424], [-0.626, -1.347, -1.594], [-1.342, -1.965, -0.854], [-0.613, -0.304, -1.975], [0.240, -1.933, -1.962]]}

***

# 5
{"formula": "C3H7NO", "method": "wB97M-V/def2-TZVPD", "smiles": "C=CN=C.O", "charge": 0, "e_tot_ev": -6757.001, "e_homo_ev": -7.872, "multiplicity": 1, "e_above_lowest_kj_mol": 554.7, "homo_lumo_gap_ev": 7.16, "species": ["C", "C", "N", "C", "H", "H", "H", "H", "H", "O", "H", "H"], "xyz": [[0.068, -1.917, 0.891], [-0.722, -0.995, 0.270], [-0.717, 0.396, 0.603], [-1.569, 1.320, 0.145], [1.155, -1.749, 0.844], [-0.212, -2.907, 1.144], [-1.240, -1.246, -0.735], [-2.360, 1.640, 0.813], [-1.808, 1.385, -1.030], [2.219, 1.585, -1.255], [3.188, 1.698, -0.960], [1.998, 0.788, -0.729]]}

***

# 6
{"formula": "C3H7NO", "method": "wB97M-V/def2-TZVPD", "smiles": "C=NC.C=O", "charge": 0, "e_tot_ev": -6758.100, "e_homo_ev": -8.113, "multiplicity": 1, "e_above_lowest_kj_mol": 448.7, "homo_lumo_gap_ev": 8.20, "species": ["C", "N", "C", "H", "H", "H", "H", "H", "C", "O", "H", "H"], "xyz": [[1.216, -1.989, 0.321], [1.640, -1.581, -0.808], [2.492, -0.393, -0.870], [0.333, -1.427, 0.689], [1.410, -2.984, 0.728], [1.945, 0.562, -0.744], [2.907, -0.256, -1.866], [3.273, -0.450, -0.124], [-3.809, 2.128, 0.700], [-4.903, 1.830, 0.320], [-3.020, 1.378, 0.893], [-3.483, 3.183, 0.761]]}